# C36H90N6

A cluster of 6 separate species, C36H90N6 in total in a non-equilibrium geometry (ωB97M-V/def2-TZVPD, OMol25).

The HOMO energy comes out at -8.0 eV. Its SMILES is CCN(CC)CC.CCN(CC)CC.CCN(CC)CC.CCN(CC)CC.CCN(CC)CC.CCN(CC)CC. The calculation puts the relative energy (zero: lowest compared OMol25 entry of this formula, charge and spin) at 45.9 kcal per mole. For the LUMO energy, the calculation gives 0.58 eV. Its total energy is -47728.4696 eV. For the molar mass, the calculation gives 607.16 g/mol.

Last column: Löwdin charge in e.
CARTESIAN COORDINATES (ANGSTROEM)
C  -3.00417  -3.12397  1.63004  -0.074
C  -2.45934  -4.56060  1.84675  -0.239
N  -3.42404  -5.64012  1.65616  -0.186
C  -3.75318  -5.92896  0.26809  -0.273
C  -2.57214  -6.25804  -0.61866  -0.095
C  -4.64221  -5.50327  2.43031  -0.293
C  -4.34277  -5.44717  3.90402  -0.098
H  -3.93521  -3.00151  2.18303  0.053
H  -3.14587  -2.90975  0.57252  0.066
H  -2.22954  -2.46733  2.02947  0.070
H  -1.63871  -4.66766  1.13606  0.097
H  -1.97298  -4.65361  2.81652  0.107
H  -4.47283  -6.75094  0.24471  0.111
H  -4.35146  -5.09456  -0.14497  0.115
H  -1.92869  -6.98055  -0.10595  0.081
H  -2.81926  -6.70880  -1.57930  0.071
H  -1.91300  -5.41482  -0.83768  0.061
H  -5.19581  -6.43936  2.27006  0.113
H  -5.38642  -4.73550  2.16504  0.117
H  -5.16746  -5.58292  4.60691  0.078
H  -3.96434  -4.43123  4.06999  0.040
H  -3.59929  -6.16023  4.26133  0.084
C  -4.35355  -2.34180  6.16114  -0.089
C  -3.40258  -1.16492  6.00112  -0.263
N  -4.13797  0.01730  5.54574  -0.206
C  -4.32478  0.15054  4.10096  -0.264
C  -5.27002  1.28699  3.71979  -0.089
C  -3.67311  1.25911  6.15777  -0.247
C  -2.22959  1.65837  5.76122  -0.081
H  -4.71501  -2.56489  5.15873  0.051
H  -5.07380  -2.13783  6.94974  0.076
H  -3.77752  -3.20676  6.50767  0.072
H  -2.93574  -0.95956  6.96381  0.114
H  -2.65153  -1.41834  5.24110  0.110
H  -3.35258  0.32029  3.61586  0.098
H  -4.78780  -0.72010  3.63228  0.106
H  -5.25316  1.24766  2.62285  0.063
H  -6.27399  1.14066  4.11001  0.080
H  -4.93908  2.31453  3.87971  0.066
H  -3.74770  0.98727  7.21658  0.107
H  -4.33808  2.11040  6.02723  0.101
H  -1.86231  2.25250  6.59978  0.071
H  -2.26809  2.33984  4.90320  0.062
H  -1.56475  0.87528  5.40544  0.060
C  4.69271  -2.99160  -6.13779  -0.075
C  3.33845  -2.36605  -6.59401  -0.239
N  2.69769  -1.62754  -5.49899  -0.205
C  1.25793  -1.53279  -5.57688  -0.265
C  0.61148  -2.92630  -5.45529  -0.081
C  3.33631  -0.32430  -5.33301  -0.249
C  3.25545  0.09147  -3.85023  -0.079
H  5.32251  -2.34534  -5.53711  0.057
H  5.27878  -3.36456  -6.97668  0.067
H  4.32343  -3.84220  -5.55996  0.069
H  3.56685  -1.58930  -7.34391  0.109
H  2.74746  -3.16114  -7.03962  0.104
H  0.94004  -0.92454  -4.73083  0.071
H  0.84482  -1.01618  -6.45763  0.118
H  1.28171  -3.43094  -4.75273  0.080
H  -0.35620  -2.99655  -4.95809  0.064
H  0.53988  -3.41189  -6.42571  0.061
H  3.11238  0.45362  -6.07240  0.098
H  4.41343  -0.46632  -5.40725  0.097
H  2.29625  0.41606  -3.44368  0.049
H  3.89685  0.97244  -3.70853  0.065
H  3.70965  -0.66749  -3.21669  0.077
C  4.68998  2.77347  5.92946  -0.095
C  3.26533  2.56042  6.43301  -0.270
N  2.75101  1.23030  6.21720  -0.196
C  2.74239  0.78043  4.80182  -0.256
C  1.85095  1.67015  3.97159  -0.083
C  3.36369  0.20173  7.07930  -0.256
C  2.60819  -1.11373  7.12877  -0.097
H  5.07654  3.77410  6.16271  0.071
H  4.77970  2.75369  4.84136  0.066
H  5.40518  2.11098  6.41620  0.066
H  3.30040  2.75356  7.51048  0.110
H  2.58909  3.32241  6.04034  0.105
H  2.42042  -0.26045  4.82451  0.089
H  3.75891  0.60025  4.41980  0.115
H  0.81892  1.74711  4.31587  0.065
H  1.84227  1.22960  2.96962  0.073
H  2.16553  2.71212  3.89378  0.066
H  4.40588  0.06958  6.75953  0.107
H  3.32064  0.62721  8.08305  0.114
H  3.20230  -1.86733  7.65851  0.072
H  1.72239  -0.96234  7.74911  0.075
H  2.31883  -1.67159  6.23900  0.061
C  -0.46669  -0.42084  -2.17803  -0.077
C  -1.29261  0.88316  -2.10287  -0.246
N  -1.08800  1.58387  -0.84980  -0.200
C  -1.72411  2.91162  -0.91232  -0.250
C  -0.80712  3.86073  -1.71586  -0.088
C  -1.50358  0.81504  0.31552  -0.252
C  -3.01635  0.52913  0.41330  -0.071
H  -1.04234  -1.23721  -1.73440  0.065
H  0.47890  -0.40839  -1.63238  0.078
H  -0.19583  -0.65989  -3.20422  0.035
H  -0.90677  1.44378  -2.95426  0.106
H  -2.35867  0.65080  -2.22329  0.110
H  -2.75653  2.88623  -1.27100  0.109
H  -1.71528  3.30859  0.10575  0.113
H  0.23695  3.62848  -1.50824  0.076
H  -0.97544  3.72457  -2.78449  0.043
H  -0.92749  4.91207  -1.45317  0.067
H  -1.09277  1.27011  1.22345  0.109
H  -0.90918  -0.10351  0.37918  0.101
H  -3.35174  -0.10969  -0.40918  0.065
H  -3.56771  1.45554  0.26123  0.064
H  -3.27199  -0.02598  1.31306  0.043
C  0.90692  4.59196  -5.51574  -0.087
C  2.00916  3.57085  -5.70837  -0.274
N  3.07840  4.17576  -6.49623  -0.178
C  3.64645  3.27102  -7.51122  -0.260
C  2.69669  3.10699  -8.70770  -0.088
C  4.22230  4.58566  -5.64547  -0.265
C  3.93755  5.41794  -4.41240  -0.083
H  0.06736  4.28963  -4.87205  0.054
H  0.42496  4.88229  -6.44852  0.075
H  1.19348  5.49482  -4.96873  0.064
H  2.34319  3.08854  -4.77986  0.108
H  1.55405  2.70647  -6.20553  0.103
H  4.50794  3.75598  -7.96705  0.110
H  3.91855  2.32626  -7.02737  0.098
H  3.23468  2.48954  -9.44123  0.070
H  1.69273  2.75090  -8.49958  0.062
H  2.66092  4.00388  -9.33374  0.071
H  4.90707  5.10935  -6.32236  0.109
H  4.84485  3.69514  -5.44332  0.108
H  3.86736  6.48326  -4.61890  0.076
H  4.80247  5.28182  -3.75719  0.074
H  3.08236  5.04785  -3.84965  0.057

# C4H12N4

A structure of composition C4H12N4 in a non-equilibrium geometry (ωB97M-V/def2-TZVPD, OMol25).

The HOMO energy comes out at -8.6 eV. The calculation puts the relative energy (zero: lowest compared OMol25 entry of this formula, charge and spin) at 138.4 kcal per mole. For the LUMO energy, the calculation gives 0.89 eV. Its total energy is -10297.2696 eV. For the molar mass, the calculation gives 116.17 g/mol.

Last column: Löwdin charge in e.
CARTESIAN COORDINATES (ANGSTROEM)
C  -0.88958  0.09085  -2.04975  -0.076
C  -0.38940  -0.89602  -0.95164  -0.184
C  1.00710  1.11814  0.30771  -0.174
C  -0.61138  0.01974  2.28067  -0.267
H  -1.82654  -0.16940  -2.39576  0.034
H  -0.75943  1.01745  -1.36697  0.083
H  -0.20091  0.28230  -2.90825  0.077
H  0.04098  -1.78415  -1.38831  0.077
H  -1.15790  -1.35230  -0.29184  0.099
H  1.74224  -0.47921  -1.78075  0.051
H  2.14287  -1.72438  -0.70709  0.091
H  1.96410  1.62026  0.24365  0.096
H  -1.54730  1.59929  1.85231  0.069
H  0.41686  -0.78901  1.99581  0.151
H  -0.44166  0.42968  3.45487  0.107
H  -1.64076  -0.74159  2.21687  0.118
N  0.87159  -0.32398  -0.12233  -0.205
N  2.05778  -0.70424  -0.85413  0.008
N  0.21009  1.81640  1.10675  0.029
N  -0.98876  0.97017  1.35818  -0.184

# C20H30N2O8P2RuS3

A structure of composition C20H30N2O8P2RuS3 in a non-equilibrium geometry (ωB97M-V/def2-TZVPD, OMol25).

Its net charge is -1. The HOMO energy (alpha / beta) comes out at -4.6 / -4.6 eV. As for the expectation value of S²: 8.76. As for the spin multiplicity: 6. For the LUMO energy (alpha / beta), the calculation gives 2.14 / 1.74 eV. Its total energy is -94260.4495 eV. For the molar mass, the calculation gives 685.69 g/mol.

Last column: Löwdin charge in e.
CARTESIAN COORDINATES (ANGSTROEM)
Ru  0.95065  -0.61333  -1.00600  1.256
C  0.01632  -3.54395  0.91597  -0.123
N  -0.10060  -2.09726  1.14553  -0.205
C  -1.49169  -1.68617  1.26410  -0.188
C  -2.20980  -1.64197  -0.08350  -0.181
N  -1.76449  -0.57392  -0.99294  -0.190
C  -2.35456  0.69814  -0.58778  -0.095
C  -2.00844  -0.91465  -2.36493  -0.289
C  -2.97932  -0.28000  -3.13052  -0.039
C  -3.23177  -0.66775  -4.43642  -0.096
C  -2.52514  -1.71970  -4.99554  -0.100
C  -1.53088  -2.33950  -4.25877  -0.121
C  -1.24074  -1.93272  -2.95631  -0.601
S  0.08424  -2.69775  -2.10868  0.687
C  0.72602  -1.79563  2.27585  -0.319
C  0.24319  -1.83126  3.57615  -0.046
C  1.09509  -1.66586  4.66296  -0.116
C  2.44922  -1.46068  4.44578  -0.117
C  2.93686  -1.40372  3.14799  -0.129
C  2.09465  -1.55742  2.04433  -0.627
S  2.77460  -1.50205  0.43224  0.629
H  -0.29381  -4.09579  1.81471  0.095
H  1.05051  -3.78610  0.67738  0.071
H  -0.59587  -3.84245  0.07126  0.020
H  -1.51580  -0.70080  1.73066  0.107
H  -2.06087  -2.38533  1.89645  0.120
H  -3.28199  -1.50578  0.12429  0.125
H  -2.09131  -2.59977  -0.58437  0.087
H  -3.45201  0.63645  -0.55827  0.090
H  -2.03608  1.47769  -1.26932  0.079
H  -2.00158  0.95680  0.40690  0.045
H  -3.54040  0.54991  -2.72501  0.100
H  -3.97211  -0.13093  -5.01550  0.096
H  -2.72756  -2.04226  -6.00973  0.094
H  -0.93362  -3.13688  -4.68184  0.094
H  -0.80933  -2.01373  3.76079  0.104
H  0.69541  -1.68987  5.66985  0.091
H  3.12054  -1.33324  5.28667  0.093
H  3.98986  -1.23747  2.95837  0.093
O  3.60264  0.28558  -4.32975  -0.123
P  2.69903  -0.11911  -3.05683  0.086
O  2.79683  -1.56598  -2.78593  -0.361
O  2.95441  0.84398  -1.92733  -0.370
O  1.17941  0.20463  -3.62519  -0.313
P  0.45448  1.61281  -3.15980  0.194
O  1.64650  2.69002  -3.35685  -0.169
O  -0.69600  1.92318  -4.01596  -0.270
O  0.23667  1.45788  -1.66257  -0.432
H  3.43878  1.21592  -4.55052  0.067
H  2.30822  2.42322  -2.67287  0.038
C  0.46055  4.23547  -0.06465  -0.136
C  1.10115  3.57509  1.14608  -0.370
S  0.11363  2.13469  1.70698  0.944
O  0.63657  0.90458  1.05443  -0.590
C  0.79248  2.10362  3.42247  -0.362
C  -0.32446  2.34747  4.42690  -0.150
H  1.08101  5.05749  -0.42487  0.077
H  -0.52559  4.63119  0.18745  0.072
H  0.34741  3.51444  -0.86913  0.038
H  1.14625  4.26539  1.99088  0.077
H  2.09567  3.18330  0.92472  0.105
H  1.58255  2.84815  3.50954  0.078
H  1.22124  1.11336  3.53883  0.068
H  -0.79630  3.32011  4.27078  0.066
H  0.06477  2.31969  5.44588  0.072
H  -1.09529  1.58047  4.33450  0.068

# C5H6O

The molecule C5H6O in a non-equilibrium geometry (ωB97M-V/def2-TZVPD, OMol25).

The HOMO energy comes out at -9.5 eV. Its SMILES is C1=C[C@H]2O[C@H]2C1. The calculation puts the relative energy (zero: lowest compared OMol25 entry of this formula, charge and spin) at 34.2 kcal per mole. For the LUMO energy, the calculation gives 1.16 eV. Its total energy is -7327.8001 eV. For the molar mass, the calculation gives 82.10 g/mol.

Last column: Löwdin charge in e.
CARTESIAN COORDINATES (ANGSTROEM)
C  -1.07067  0.51988  -0.03166  -0.120
C  0.24435  1.25912  0.00731  -0.076
C  1.28552  0.43041  0.04714  -0.034
C  0.79975  -0.98936  0.00566  -0.198
O  -0.11614  -1.46114  1.06846  -0.004
C  -0.65401  -0.93676  -0.11983  -0.290
H  -1.64877  0.69893  0.88249  0.125
H  -1.69216  0.83043  -0.87458  0.113
H  0.29599  2.34152  0.01139  0.102
H  2.33221  0.72260  0.08797  0.103
H  1.44049  -1.78653  -0.35530  0.137
H  -1.21656  -1.62910  -0.72905  0.141

# C4H7NO2

A cluster of 2 separate species, C4H7NO2 in total in a non-equilibrium geometry (ωB97M-V/def2-TZVPD, OMol25).

The HOMO energy comes out at -9.5 eV. The calculation puts the relative energy (zero: lowest compared OMol25 entry of this formula, charge and spin) at 49.9 kcal per mole. For the LUMO energy, the calculation gives 0.89 eV. Its total energy is -9845.1157 eV. For the molar mass, the calculation gives 101.10 g/mol.

Last column: Löwdin charge in e.
CARTESIAN COORDINATES (ANGSTROEM)
C  1.34984  1.05535  0.10340  -0.009
C  -0.02999  0.56480  -0.28382  -0.595
N  -0.11955  -0.07561  -1.55519  0.111
O  -1.04290  1.52690  0.00952  -0.021
C  -1.05042  0.31038  0.74066  -0.136
C  -0.83526  -2.82504  0.21948  0.027
O  -0.87167  -3.00892  1.33879  0.048
H  1.37761  1.31951  1.16332  0.083
H  2.12224  0.30356  -0.09113  0.080
H  1.58645  1.95544  -0.47493  0.090
H  0.78293  -0.18266  -1.99994  0.079
H  -0.80053  0.38082  1.80171  0.115
H  -1.89993  -0.34404  0.52709  0.097
H  -0.56881  -0.98049  -1.49896  0.033

# C6H8N2O3S

The molecule C6H8N2O3S in a non-equilibrium geometry (ωB97M-V/def2-TZVPD, OMol25).

The HOMO energy comes out at -9.3 eV. The calculation puts the relative energy (zero: lowest compared OMol25 entry of this formula, charge and spin) at 185.6 kcal per mole. For the LUMO energy, the calculation gives -0.68 eV. Its total energy is -26301.6896 eV. For the molar mass, the calculation gives 188.21 g/mol.

Last column: Löwdin charge in e.
CARTESIAN COORDINATES (ANGSTROEM)
C  -2.02025  1.30769  -0.01089  -0.079
C  -2.22064  -0.02753  -0.43454  -0.094
C  -1.02511  1.90314  0.62922  0.005
C  -1.37406  -1.05419  -0.34378  0.027
C  0.47388  0.12725  0.33374  -0.083
C  -1.03123  -2.40409  -0.46075  -0.060
N  0.29790  1.36730  0.60717  -0.281
N  2.72162  0.59494  -0.70366  -0.058
O  1.25524  2.17212  0.80053  -0.088
O  2.61347  0.00843  1.73104  -0.279
O  2.17060  -1.80274  0.17231  -0.330
S  2.09538  -0.36530  0.45455  0.571
H  -2.93135  1.92513  0.02549  0.125
H  -3.18689  -0.33145  -0.93204  0.144
H  -1.13771  2.90605  0.62944  0.096
H  0.02886  -2.52366  -0.12397  0.099
H  -1.65332  -3.02943  0.01206  0.053
H  -1.31793  -2.73394  -1.46935  0.121
H  3.67824  0.45997  -0.73958  0.044
H  2.56332  1.50030  -0.17699  0.068